[1]
Molecular formula: CCl2F2
Method: DFT, ωB97M-V with the def2-TZVPD basis set

Element x y z (Å)
C (0.007, 0.297, -0.276)
F (0.675, -0.697, -0.813)
F (-0.165, -0.797, 1.696)
Cl (0.925, 1.587, 0.251)
Cl (-1.578, 0.463, -0.756)

Values from the calculation:
E_tot	-31513.5050	eV
F_max	3.394	eV Å⁻¹
relative energy (zero: lowest compared OMol25 entry of this formula, charge and spin)	74.9	kcal per mole
HOMO level	-10.7119	eV

---

[2]
Molecular formula: CCl2F3NS
Method: DFT, ωB97M-V with the def2-TZVPD basis set

Element x y z (Å)
C (0.317, -0.269, 0.326)
N (-0.989, 0.363, 0.717)
F (-0.963, 1.762, 0.288)
F (-1.944, -0.187, -0.140)
F (1.254, 0.484, -2.021)
S (0.678, -0.867, -1.255)
Cl (1.529, 0.596, 1.137)
Cl (0.118, -1.882, 0.947)

Values from the calculation:
E_tot	-46554.4708	eV
F_max	2.407	eV Å⁻¹
relative energy (zero: lowest compared OMol25 entry of this formula, charge and spin)	63.8	kcal per mole
HOMO level	-10.2028	eV

---

[3]
Molecular formula: CCl2FN
Method: DFT, ωB97M-V with the def2-TZVPD basis set

Element x y z (Å)
C (1.211, -0.758, 0.364)
N (-1.372, -0.158, -0.928)
F (-1.352, 1.105, -0.351)
Cl (1.294, 0.426, 1.638)
Cl (0.219, -0.615, -0.722)

Values from the calculation:
E_tot	-30279.6757	eV
F_max	8.340	eV Å⁻¹
relative energy (zero: lowest compared OMol25 entry of this formula, charge and spin)	167.7	kcal per mole
HOMO level (spin up / spin down)	-9.4765 / -9.4754	eV

---

[4]
Molecular formula: CCl2O6S2
Method: DFT, ωB97M-V with the def2-TZVPD basis set

Element x y z (Å)
C (0.456, -0.641, 0.080)
O (-2.829, -1.115, 0.572)
O (2.996, -0.156, -0.360)
O (-2.492, 0.326, -1.385)
O (-2.320, 1.269, 0.893)
O (1.830, 1.285, 1.224)
O (1.377, 1.476, -1.171)
S (-2.208, 0.098, 0.030)
S (1.781, 0.613, -0.070)
Cl (0.605, -1.626, -1.334)
Cl (0.805, -1.530, 1.520)

Values from the calculation:
E_tot	-60036.5063	eV
F_max	1.765	eV Å⁻¹
total charge	-2
HOMO level (spin up / spin down)	-1.0175 / -1.2549	eV

---

[5]
Molecular formula: CCl3F2P
Method: DFT, ωB97M-V with the def2-TZVPD basis set

Element x y z (Å)
F (-0.769, 0.233, 1.920)
P (0.461, -0.430, 1.293)
F (1.512, 0.803, 1.128)
C (-0.181, -0.163, -0.760)
Cl (0.482, 1.341, -1.399)
Cl (-2.009, -0.233, -0.646)
Cl (0.503, -1.551, -1.536)

Values from the calculation:
E_tot	-53328.8618	eV
F_max	3.694	eV Å⁻¹
relative energy (zero: lowest compared OMol25 entry of this formula, charge and spin)	14.4	kcal per mole
SMILES string	FP(F)C(Cl)(Cl)Cl
HOMO level	-9.9062	eV

---

[6]
Molecular formula: CCl3F3Si
Method: DFT, ωB97M-V with the def2-TZVPD basis set

Element x y z (Å)
C (-2.625, -1.411, -0.204)
F (1.913, 0.604, 1.482)
F (2.094, 1.968, -0.592)
F (2.671, -0.476, -0.573)
Si (1.676, 0.566, -0.007)
Cl (-0.046, -0.149, -0.546)
Cl (-3.366, -0.056, -0.962)
Cl (-2.316, -1.046, 1.402)

Values from the calculation:
E_tot	-54637.0128	eV
⟨S²⟩	2.007
F_max	3.014	eV Å⁻¹
relative energy (zero: lowest compared OMol25 entry of this formula, charge and spin)	7.2	kcal per mole
2S+1	3
HOMO level (spin up / spin down)	-8.7414 / -11.5323	eV

---

[7]
Molecular formula: CCl3FS
Method: DFT, ωB97M-V with the def2-TZVPD basis set

Element x y z (Å)
C (0.377, 0.838, 0.781)
F (1.687, 0.561, 0.733)
S (-1.248, -1.962, -1.634)
Cl (-0.488, 0.245, -0.563)
Cl (-0.278, 0.624, 2.344)
Cl (-2.046, -1.412, -3.354)

Values from the calculation:
E_tot	-52153.6297	eV
F_max	1.064	eV Å⁻¹
relative energy (zero: lowest compared OMol25 entry of this formula, charge and spin)	59.3	kcal per mole
HOMO level (spin up / spin down)	-9.3072 / -9.0294	eV

---

[8]
Molecular formula: CCl4OS
Method: DFT, ωB97M-V with the def2-TZVPD basis set

Element x y z (Å)
C (0.771, 0.606, -0.505)
O (-1.045, -1.260, -0.510)
S (-0.431, -0.382, 0.429)
Cl (1.583, 1.776, 0.386)
Cl (1.702, -0.077, -1.749)
Cl (-0.865, -1.779, 2.889)
Cl (-1.763, 1.196, 0.944)

Values from the calculation:
E_tot	-64005.5676	eV
F_max	1.048	eV Å⁻¹
relative energy (zero: lowest compared OMol25 entry of this formula, charge and spin)	79.2	kcal per mole
HOMO level (spin up / spin down)	-10.7518 / -9.4471	eV